{"formula": "C18H40NO4Si4", "method": "ωB97M-V/def2-TZVPD", "orbital_gap_ev": 6.89, "fmax_ev_per_a": 0.5, "charge": -1, "e_homo_ha": -0.172, "symbols": ["O", "C", "O", "C", "C", "C", "C", "C", "N", "H", "H", "H", "H", "O", "Si", "C", "C", "C", "Si", "C", "C", "C", "H", "H", "H", "H", "H", "H", "H", "H", "H", "H", "H", "H", "H", "H", "H", "H", "H", "H", "O", "Si", "C", "C", "C", "Si", "C", "C", "C", "H", "H", "H", "H", "H", "H", "H", "H", "H", "H", "H", "H", "H", "H", "H", "H", "H", "H"], "xyz": [[-0.371, -3.372, 2.575], [-0.752, -3.325, 1.388], [-1.200, -4.208, 0.642], [-0.679, -1.969, 0.712], [0.468, -1.661, -0.031], [0.545, -0.444, -0.675], [-0.525, 0.440, -0.576], [-1.619, 0.052, 0.176], [-1.708, -1.117, 0.817], [1.267, -2.387, -0.091], [1.423, -0.187, -1.257], [-0.519, 1.404, -1.069], [-2.470, 0.719, 0.268], [0.701, 0.737, 6.133], [-0.085, 1.474, 7.358], [-0.311, 0.298, 8.798], [-1.762, 2.082, 6.794], [0.937, 2.934, 7.922], [0.551, -0.558, 5.096], [2.038, -0.572, 3.974], [-0.990, -0.431, 4.079], [0.502, -2.147, 6.077], [-0.968, -0.531, 8.529], [-0.754, 0.817, 9.652], [0.647, -0.122, 9.113], [-1.668, 2.723, 5.915], [-2.250, 2.656, 7.586], [-2.413, 1.248, 6.528], [1.085, 3.647, 7.109], [1.921, 2.614, 8.272], [0.435, 3.451, 8.743], [2.097, 0.344, 3.382], [1.940, -1.418, 3.290], [2.971, -0.677, 4.534], [-1.899, -0.507, 4.682], [-0.991, -1.259, 3.367], [-1.033, 0.510, 3.523], [-0.398, -2.206, 6.695], [1.370, -2.249, 6.734], [0.485, -2.985, 5.378], [-0.120, 0.197, -5.709], [-0.892, 1.383, -6.538], [-1.758, 0.666, -8.034], [0.338, 2.675, -7.107], [-2.146, 2.172, -5.410], [1.052, -0.951, -5.865], [1.208, -1.862, -4.255], [2.680, -0.131, -6.295], [0.595, -2.141, -7.235], [-1.044, 0.261, -8.754], [-2.345, 1.437, -8.539], [-2.436, -0.140, -7.743], [0.912, 3.066, -6.264], [-0.181, 3.511, -7.581], [1.044, 2.263, -7.831], [-1.668, 2.603, -4.529], [-2.882, 1.443, -5.067], [-2.675, 2.970, -5.936], [1.473, -1.185, -3.443], [1.983, -2.627, -4.328], [0.273, -2.352, -3.981], [2.642, 0.357, -7.272], [3.479, -0.875, -6.322], [2.945, 0.624, -5.552], [0.564, -1.646, -8.208], [-0.385, -2.588, -7.052], [1.328, -2.948, -7.291]]}